P) 14
Properties=species:S:1:pos:R:3 method="wB97M-V/def2-TZVPD" lumo_energy_ev="0.973 / -2.381" orbital_gap_ev="8.07 / 6.77" multiplicity=3 e_homo_ev="-7.10 / -9.15"
C -0.721 -0.697 -1.527
C 0.069 1.494 -1.074
C -0.038 0.152 -0.696
C -0.230 -0.435 1.798
C 0.635 -0.390 0.576
S 0.969 2.759 -0.329
H -1.243 -0.294 -2.519
H -0.489 -1.727 -1.505
H -0.303 1.702 -2.073
H -0.704 -1.327 1.774
H -0.975 0.281 1.763
H 0.376 -0.389 2.778
H 1.082 -1.297 0.338
H 1.572 0.169 0.695

Q) 14
Properties=species:S:1:pos:R:3 method="wB97M-V/def2-TZVPD" lumo_energy_ev="0.949 / -1.945" orbital_gap_ev="8.82 / 6.79" multiplicity=3 e_homo_ev="-7.87 / -8.74"
C 0.799 1.754 0.462
C -1.531 -0.415 -0.099
C 0.866 0.371 0.020
C -0.293 -0.104 -0.901
C -1.687 -1.592 0.523
S -2.743 0.809 -0.027
H 0.913 2.015 1.497
H 1.764 0.264 -0.608
H 0.959 -0.313 0.866
H 0.034 -1.013 -1.414
H -0.510 0.658 -1.651
H -0.937 -2.366 0.482
H -2.588 -1.819 1.065
H 0.608 2.547 -0.236

Which one sits at the top of the stability order? Q) does.

P) 24
Properties=species:S:1:pos:R:3 method="wB97M-V/def2-TZVPD" lumo_energy_ev=0.955 orbital_gap_ev=10.70 e_homo_ev=-9.75
C -0.058 -0.924 1.185
C 0.147 0.501 -0.973
C 0.857 0.001 0.390
C -0.223 -2.287 0.523
C -1.412 -0.335 1.566
C 1.193 0.532 -2.085
C -0.484 1.884 -0.829
O 1.352 1.066 1.154
H 0.606 1.585 1.477
H -0.632 -0.213 -1.252
H 1.746 -0.569 0.101
H 0.538 -1.082 2.156
H 0.744 -2.715 0.270
H -2.047 -0.219 0.690
H -0.731 -2.969 1.202
H -0.815 -2.212 -0.386
H -1.915 -1.005 2.261
H -1.307 0.631 2.057
H 0.760 0.904 -3.013
H 1.589 -0.465 -2.273
H 2.017 1.185 -1.804
H -1.248 1.908 -0.054
H 0.279 2.625 -0.595
H -0.957 2.174 -1.767

Q) 24
Properties=species:S:1:pos:R:3 method="wB97M-V/def2-TZVPD" lumo_energy_ev=0.765 orbital_gap_ev=9.80 e_homo_ev=-9.03
C -3.885 0.074 -1.125
C -2.630 -0.766 -1.307
C -1.809 -0.884 -0.126
C -0.611 0.271 -0.111
C 0.404 -0.892 1.764
C 0.551 0.009 0.839
C 1.787 0.730 0.578
H -3.601 0.782 -0.227
H -4.397 0.679 -1.846
H -4.637 -0.558 -0.763
H -3.004 -1.739 -1.643
H -2.189 -0.352 -2.224
H -2.529 -0.915 0.636
H -1.130 -1.839 -0.031
H -0.977 1.226 -0.031
H -0.178 0.308 -1.169
H 0.932 -0.908 2.666
H -0.485 -1.570 1.768
H 1.862 1.693 -0.165
H 2.485 0.214 0.010
H 2.234 0.939 1.675
H 5.108 1.463 -0.990
H 5.166 1.590 0.488
O 5.312 0.967 -0.152

Which one sits at the top of the stability order? P) does.

P) 26
Properties=species:S:1:pos:R:3 method="wB97M-V/def2-TZVPD" lumo_energy_ev=0.931 orbital_gap_ev=9.16 e_homo_ev=-8.23
O -2.167 -0.545 2.550
C -0.262 0.805 1.014
C -1.145 -0.017 -0.961
C 2.859 0.905 -0.911
C 2.423 0.409 -2.083
C 0.759 0.323 0.233
C 0.249 -0.128 -0.977
N -1.433 0.631 0.264
C -3.232 -0.383 1.561
C 2.292 0.116 0.308
C 1.484 -0.703 -1.704
C -2.806 0.772 0.721
C 2.294 -1.122 -0.448
H -1.276 -0.604 2.153
H -0.078 1.269 1.881
H -1.856 -0.288 -1.788
H 3.479 1.735 -0.853
H 2.741 0.465 -3.172
H -3.379 -1.278 1.021
H -4.154 -0.132 1.976
H 2.844 -0.015 1.252
H 1.332 -1.444 -2.518
H -3.405 0.942 -0.092
H -2.715 1.662 1.303
H 3.317 -1.437 -0.779
H 1.833 -1.940 0.048

Q) 26
Properties=species:S:1:pos:R:3 method="wB97M-V/def2-TZVPD" lumo_energy_ev=0.868 orbital_gap_ev=7.94 e_homo_ev=-7.07
C -1.560 -3.712 -0.776
C -0.451 -4.255 -0.071
C -1.787 -2.318 -0.765
C 0.483 -3.366 0.620
C -0.891 -1.519 -0.226
C 0.261 -1.957 0.463
C 0.451 0.223 0.337
C 1.061 1.391 0.442
C 2.532 1.296 0.857
C 0.526 2.820 0.329
C -1.224 0.714 -1.355
N -0.758 -0.144 -0.266
O 1.018 -0.925 0.857
H -2.257 -4.269 -1.266
H -0.317 -5.291 0.064
H -2.557 -1.982 -1.350
H 1.269 -3.839 1.134
H 2.842 0.325 0.587
H 2.911 2.144 0.289
H 2.535 1.552 1.921
H 0.569 3.307 -0.632
H -0.530 2.704 0.514
H 0.774 3.453 1.256
H -1.430 -0.007 -2.206
H -2.022 1.318 -1.008
H -0.405 1.428 -1.484

Which one sits at the top of the stability order? Q) does.

P) 19
Properties=species:S:1:pos:R:3 method="wB97M-V/def2-TZVPD" lumo_energy_ev="-0.601 / -0.566" orbital_gap_ev="6.99 / 6.91" e_homo_ev="-7.59 / -7.48"
C 0.340 -1.253 0.686
C 0.111 -0.425 1.830
C 0.973 0.716 0.187
C 0.227 -2.740 0.702
C 1.502 1.824 -0.614
C -1.983 0.980 -1.292
N 0.575 0.837 1.434
O 0.915 -0.510 -0.290
P -2.647 -0.016 0.090
H 1.249 -3.087 0.820
H -0.472 -2.905 1.577
H -0.091 -3.098 -0.374
H 1.633 1.463 -1.662
H 0.848 2.710 -0.774
H 2.483 2.198 -0.264
H -2.198 0.564 -2.263
H -0.854 1.091 -1.224
H -2.459 1.899 -1.322
H -0.151 -0.248 2.752

Q) 19
Properties=species:S:1:pos:R:3 method="wB97M-V/def2-TZVPD" lumo_energy_ev=0.730 orbital_gap_ev=8.12 e_homo_ev=-7.39
C 0.659 -2.072 -1.971
C 0.784 -1.062 -0.902
C -0.641 -2.467 -2.094
C -0.383 -0.645 -0.353
C 0.508 0.919 1.439
C 0.148 2.321 1.698
N -0.559 0.264 0.655
O 0.689 3.092 0.725
P -1.798 -1.447 -1.202
H 1.404 -2.272 -2.663
H 1.812 -0.846 -0.531
H -0.995 -3.200 -2.852
H 1.497 0.911 0.988
H 0.610 0.220 2.303
H 0.651 2.652 2.667
H -0.952 2.375 1.783
H -1.489 0.746 0.847
H 0.283 3.011 -0.237
H -2.227 -2.501 -0.300

Which one sits at the top of the stability order? Q) does.

P) 98
Properties=species:S:1:pos:R:3 method="wB97M-V/def2-TZVPD" lumo_energy_ev="3.176 / 3.679" charge=-2 orbital_gap_ev="5.76 / 6.39" multiplicity=4 e_homo_ev="-2.59 / -2.71"
Cr -0.166 2.101 -1.094
C -1.794 -5.902 -0.537
C -0.371 -5.328 -0.526
C 0.481 -6.148 -1.494
C 0.220 -5.488 0.884
C -0.391 -3.841 -0.890
C -1.143 -2.949 -0.142
C -1.088 -1.578 -0.365
Se -2.190 -0.427 0.689
C -0.871 -0.011 2.008
C -0.648 -0.867 3.062
C 0.328 -0.597 4.020
C 1.030 0.593 3.882
C 0.840 1.516 2.854
C -0.113 1.196 1.844
O -0.305 1.982 0.833
C 1.715 2.790 2.889
C 1.529 3.475 4.255
C 1.405 3.836 1.814
C 3.184 2.371 2.715
C 0.579 -1.596 5.151
C -0.700 -1.765 5.984
C 0.969 -2.955 4.550
C 1.702 -1.149 6.086
C -0.221 -1.030 -1.340
O 0.026 0.236 -1.488
C 0.423 -1.945 -2.224
C 0.344 -3.303 -1.949
C 1.174 -1.419 -3.458
C 1.675 -2.561 -4.345
C 0.217 -0.559 -4.301
C 2.396 -0.578 -3.044
H -1.782 -6.969 -0.285
H -2.245 -5.783 -1.525
H -2.434 -5.391 0.186
H 0.476 -7.199 -1.187
H 1.518 -5.803 -1.503
H 0.092 -6.092 -2.515
H 0.251 -6.545 1.178
H -0.375 -4.942 1.620
H 1.236 -5.086 0.918
H -1.798 -3.299 0.650
H -1.254 -1.766 3.123
H 1.786 0.828 4.621
H 0.480 3.743 4.402
H 2.123 4.394 4.284
H 1.841 2.844 5.092
H 0.367 4.162 1.825
H 1.626 3.475 0.813
H 2.034 4.715 1.997
H 3.511 1.677 3.496
H 3.828 3.256 2.747
H 3.316 1.886 1.745
H -1.528 -2.120 5.367
H -0.997 -0.809 6.423
H -0.540 -2.487 6.793
H 0.171 -3.354 3.921
H 1.175 -3.683 5.343
H 1.861 -2.856 3.927
H 1.465 -0.200 6.573
H 2.646 -1.031 5.548
H 1.848 -1.902 6.866
H 0.881 -3.979 -2.599
H 0.858 -3.208 -4.678
H 2.420 -3.177 -3.831
H 2.152 -2.132 -5.230
H -0.672 -1.138 -4.576
H 0.722 -0.233 -5.217
H -0.095 0.328 -3.755
H 3.066 -1.172 -2.413
H 2.113 0.315 -2.493
H 2.947 -0.257 -3.936
F 0.440 6.949 -2.305
Te -0.471 5.359 -1.839
F 0.347 5.864 -0.195
F -1.814 6.330 -0.888
F 1.610 2.000 -0.874
F -2.075 5.694 -3.093
O -1.054 3.771 -0.870
C -2.297 3.220 -4.486
As -2.924 2.672 -2.762
C -4.274 1.458 -3.409
C -4.030 3.850 -1.745
O -2.032 1.579 -1.815
H -3.174 3.645 -4.972
H -1.967 2.299 -4.963
H -1.495 3.947 -4.463
H -5.064 1.978 -3.950
H -4.686 0.922 -2.556
H -3.785 0.741 -4.067
H -4.709 4.348 -2.434
H -3.438 4.592 -1.217
H -4.556 3.194 -1.055
O 2.508 3.137 -3.791
S 1.294 3.671 -3.254
O 0.659 4.698 -4.117
O 0.202 2.588 -3.014
O 1.463 4.385 -1.901

Q) 98
Properties=species:S:1:pos:R:3 method="wB97M-V/def2-TZVPD" lumo_energy_ev="3.484 / 3.797" charge=-2 orbital_gap_ev="6.07 / 6.58" multiplicity=4 e_homo_ev="-2.59 / -2.78"
Cr 0.685 0.610 -0.722
C 2.319 -5.374 4.423
C 3.457 -4.391 4.113
C 4.685 -5.205 3.702
C 3.810 -3.616 5.392
C 3.016 -3.415 3.023
C 1.913 -2.601 3.228
C 1.495 -1.680 2.278
Se 0.037 -0.535 2.755
C 1.103 1.062 2.826
C 1.950 1.247 3.898
C 2.777 2.361 3.961
C 2.643 3.293 2.939
C 1.775 3.164 1.853
C 1.030 1.965 1.747
O 0.235 1.667 0.726
C 1.741 4.338 0.861
C 1.560 5.653 1.643
C 0.608 4.289 -0.164
C 3.075 4.386 0.098
C 3.768 2.508 5.113
C 3.012 2.549 6.449
C 4.725 1.306 5.114
C 4.606 3.783 5.001
C 2.175 -1.519 1.044
O 1.834 -0.653 0.140
C 3.305 -2.365 0.821
C 3.688 -3.261 1.811
C 4.061 -2.289 -0.509
C 5.286 -3.212 -0.531
C 3.134 -2.741 -1.648
C 4.564 -0.861 -0.775
H 2.618 -6.075 5.210
H 2.058 -5.945 3.530
H 1.424 -4.847 4.756
H 4.959 -5.890 4.509
H 5.543 -4.559 3.501
H 4.488 -5.797 2.806
H 4.121 -4.301 6.188
H 2.954 -3.042 5.752
H 4.623 -2.915 5.197
H 1.361 -2.641 4.160
H 1.971 0.483 4.668
H 3.260 4.180 2.971
H 0.624 5.632 2.208
H 1.514 6.485 0.937
H 2.374 5.856 2.342
H -0.366 4.142 0.305
H 0.750 3.505 -0.894
H 0.588 5.234 -0.713
H 3.923 4.499 0.781
H 3.076 5.230 -0.598
H 3.202 3.468 -0.474
H 2.418 1.645 6.591
H 2.332 3.403 6.475
H 3.712 2.634 7.286
H 4.180 0.368 5.226
H 5.445 1.387 5.935
H 5.274 1.257 4.172
H 3.977 4.676 5.024
H 5.186 3.796 4.076
H 5.304 3.838 5.840
H 4.556 -3.875 1.625
H 5.013 -4.261 -0.388
H 6.021 -2.935 0.231
H 5.767 -3.123 -1.508
H 2.818 -3.776 -1.479
H 3.664 -2.691 -2.603
H 2.261 -2.100 -1.729
H 5.235 -0.543 0.030
H 3.745 -0.152 -0.854
H 5.117 -0.836 -1.718
F -1.496 2.778 -5.134
Te -1.101 1.996 -3.379
F -0.501 3.751 -2.955
F -2.767 2.697 -2.775
F 2.126 1.617 -1.001
F -2.351 0.474 -3.837
O -0.777 1.382 -1.579
C -1.254 -2.235 -2.946
As -1.756 -1.616 -1.210
C -2.170 -3.215 -0.203
C -3.411 -0.634 -1.172
O -0.527 -0.938 -0.336
H -2.090 -2.791 -3.373
H -0.398 -2.896 -2.802
H -0.967 -1.405 -3.587
H -3.030 -3.733 -0.628
H -2.377 -2.919 0.824
H -1.295 -3.863 -0.221
H -4.170 -1.199 -1.714
H -3.284 0.347 -1.612
H -3.692 -0.539 -0.123
O 2.815 0.068 -4.143
S 1.421 0.255 -3.820
O 0.474 -0.339 -4.755
O 1.099 -0.301 -2.446
O 1.128 1.760 -3.723

Which one sits at the top of the stability order? Q) does.

P) 20
Properties=species:S:1:pos:R:3 method="wB97M-V/def2-TZVPD" lumo_energy_ev=-3.522 charge=+1 orbital_gap_ev=10.14 e_homo_ev=-13.66
C -1.433 -0.489 0.184
C -1.534 1.025 0.330
C -0.098 -1.164 0.498
C -0.542 1.737 -0.700
C 0.902 -0.411 -0.320
N 0.803 1.358 -0.455
N 2.360 -0.453 -0.103
F 1.280 1.628 0.845
H -2.277 -0.996 0.646
H -1.733 -0.779 -0.802
H -2.573 1.457 0.194
H -1.349 1.234 1.304
H 0.219 -1.151 1.495
H -0.023 -2.251 0.086
H -0.933 1.315 -1.708
H -0.778 2.831 -0.477
H 0.882 -0.777 -1.400
H 2.540 0.198 0.622
H 2.907 -0.076 -0.869
H 2.704 -1.345 0.336

Q) 20
Properties=species:S:1:pos:R:3 method="wB97M-V/def2-TZVPD" lumo_energy_ev=-4.016 charge=+1 orbital_gap_ev=6.55 e_homo_ev=-10.57
C 1.387 -1.537 0.479
C 0.156 -1.253 0.142
C -1.054 -2.046 0.423
C -0.988 1.559 -1.550
C -0.555 1.684 -0.147
N -1.367 1.896 0.888
N 2.482 -0.555 0.149
F 0.743 1.924 0.091
H 1.797 -2.409 0.986
H -0.828 -2.978 0.950
H -1.737 -1.460 1.037
H -1.567 -2.291 -0.506
H -0.152 1.265 -2.180
H -1.366 2.518 -1.922
H -1.784 0.824 -1.652
H -0.987 2.028 1.812
H -2.362 1.786 0.786
H 2.082 0.161 -0.472
H 3.270 -1.025 -0.315
H 2.830 -0.090 1.000

Which one sits at the top of the stability order? Q) does.

P) 18
Properties=species:S:1:pos:R:3 method="wB97M-V/def2-TZVPD" lumo_energy_ev=-5.397 charge=+1 orbital_gap_ev=8.12 e_homo_ev=-13.52
C 0.204 -0.434 0.655
C 0.409 0.566 -1.757
C 0.304 -0.196 2.124
C 0.757 0.502 -0.279
N 1.559 1.449 0.138
O -0.414 -2.153 -1.281
O -2.514 -0.783 -0.422
S -0.568 -1.865 0.134
H -0.655 0.412 -1.967
H 0.846 1.424 -2.205
H 0.752 -0.366 -2.295
H -0.302 0.656 2.445
H 0.084 -1.034 2.724
H 1.434 0.078 2.406
H 2.132 1.985 -0.591
H 1.971 1.408 1.028
H -3.016 -1.484 -0.870
H -2.983 -0.162 0.011

Q) 18
Properties=species:S:1:pos:R:3 method="wB97M-V/def2-TZVPD" lumo_energy_ev=-3.351 charge=+1 orbital_gap_ev=9.77 e_homo_ev=-13.12
C 1.172 -0.876 -0.208
C 0.045 0.778 1.048
C -0.315 -1.061 -0.601
C -0.977 0.272 -0.243
N 1.321 0.522 0.316
O -0.879 -2.062 0.158
O -0.799 1.192 -1.235
S -2.652 0.130 0.375
H 1.309 -1.587 0.569
H 1.750 -0.875 -1.175
H -0.136 1.822 1.313
H -0.072 0.143 1.807
H -0.363 -1.378 -1.713
H 2.051 0.638 1.041
H 1.172 1.272 -0.357
H -1.312 -2.677 -0.426
H -0.992 2.082 -0.909
H -3.133 0.986 -0.522

R) 18
Properties=species:S:1:pos:R:3 method="wB97M-V/def2-TZVPD" lumo_energy_ev="-4.038 / -6.752" charge=+1 orbital_gap_ev="7.23 / 4.78" e_homo_ev="-11.27 / -11.53"
C 0.296 0.831 -0.085
C 1.034 -1.502 -0.601
C -0.394 -0.931 1.497
C 0.290 -0.528 0.209
N 1.238 1.205 -1.360
O -2.769 1.207 0.896
O -0.350 1.791 0.338
S -3.633 0.475 -0.156
H 0.821 -2.479 -0.256
H 0.795 -1.422 -1.648
H 2.033 -1.355 -0.622
H -1.533 -1.003 1.392
H -0.037 -1.788 2.075
H -0.260 -0.039 2.203
H 0.903 2.199 -1.767
H 1.222 0.623 -2.210
H 2.099 1.528 -0.979
H -1.755 1.188 1.074

S) 18
Properties=species:S:1:pos:R:3 method="wB97M-V/def2-TZVPD" lumo_energy_ev="-4.569 / -4.044" charge=+1 orbital_gap_ev="6.59 / 8.20" e_homo_ev="-11.16 / -12.25"
C -1.036 -0.650 -0.212
C 1.050 0.029 -1.291
C -0.690 0.243 1.015
C -0.104 1.617 0.600
N 0.272 -1.056 -0.736
O 0.223 -0.393 1.840
O -0.912 2.249 -0.260
S 1.305 2.290 1.248
H -1.622 -1.496 0.171
H -1.563 0.023 -0.964
H 0.848 0.002 -2.424
H 2.037 0.025 -1.063
H -1.643 0.501 1.516
H 0.784 -1.289 0.116
H 0.272 -1.838 -1.392
H -0.074 -1.211 2.264
H -0.741 3.173 -0.364
H 1.226 1.913 2.539

Which one sits at the top of the stability order? Q) does.